Entry from the Open Molecules 2025 dataset: C14H19N3O4 in the gas phase (wB97M-V/def2-TZVPD).

Values from the calculation:
E = -27485.0090 eV
SMILES = NC(=O)CC[C@H](N)C(=O)N[C@@H](Cc1ccccc1)C(=O)O

Each atom is followed by the atoms it is bonded to, with distances in Å.
CARTESIAN COORDINATES (ANGSTROEM)
1 N 1.12032 -1.32017 2.81056  C2 1.401, H22 1.103, H23 1.007
2 C 2.26302 -1.99174 2.35665  N1 1.401, O3 1.224, C4 1.561
3 O 2.25980 -3.16572 2.00862  C2 1.224
4 C 3.56249 -1.16727 2.09658  C2 1.561, C5 1.547, H24 1.122, H25 1.071
5 C 4.04955 -1.42752 0.65108  C4 1.547, C6 1.420, H26 1.140, H27 1.137
6 C 3.08414 -1.26917 -0.37859  C5 1.420, N7 1.470, C8 1.534, H28 1.187
7 N 3.74303 -1.85184 -1.55682  C6 1.470, H29 1.046, H30 1.048
8 C 2.28813 0.02939 -0.55692  C6 1.534, O9 1.182, N10 1.404
9 O 2.69015 1.10415 -0.84084  C8 1.182
10 N 0.92857 -0.24530 -0.34253  C8 1.404, C11 1.425, H31 1.117
11 C -0.13981 0.65507 -0.62288  N10 1.425, C12 1.518, C19 1.580, H32 1.040
12 C -1.33733 -0.00057 -1.28706  C11 1.518, C13 1.641, H33 1.072, H34 1.131
13 C -2.83914 0.65887 -1.24747  C12 1.641, C14 1.381, C18 1.439
14 C -3.08086 1.95413 -0.83296  C13 1.381, C15 1.416, H35 1.033
15 C -4.31729 2.58849 -1.10319  C14 1.416, C16 1.357, H36 1.179
16 C -5.33821 1.83807 -1.58831  C15 1.357, C17 1.402, H37 1.137
17 C -5.13824 0.53260 -2.05880  C16 1.402, C18 1.360, H38 1.118
18 C -3.91944 -0.04589 -1.88449  C13 1.439, C17 1.360, H39 1.082
19 C -0.74855 1.15083 0.74795  C11 1.580, O20 1.200, O21 1.359
20 O -1.20599 0.32208 1.48594  C19 1.200
21 O -0.41494 2.44120 1.01326  C19 1.359, H40 0.972
22 H 1.18717 -0.42921 3.45803  N1 1.103
23 H 0.35390 -1.88380 3.14216  N1 1.007
24 H 3.28928 -0.08207 2.17821  C4 1.122
25 H 4.31629 -1.11995 2.85634  C4 1.071
26 H 4.19383 -2.55796 0.66043  C5 1.140
27 H 4.95938 -0.87778 0.24712  C5 1.137
28 H 2.23145 -2.08225 -0.23216  C6 1.187
29 H 3.04923 -1.93342 -2.33468  N7 1.046
30 H 4.53875 -1.31258 -1.97329  N7 1.048
31 H 0.69154 -0.86957 0.55341  N10 1.117
32 H 0.11811 1.54585 -1.09293  C11 1.040
33 H -1.11720 -0.08959 -2.33220  C12 1.072
34 H -1.56993 -1.07096 -1.00590  C12 1.131
35 H -2.32819 2.35735 -0.25168  C14 1.033
36 H -4.35124 3.74162 -0.85972  C15 1.179
37 H -6.32650 2.38825 -1.69941  C16 1.137
38 H -6.06541 -0.04427 -2.29897  C17 1.118
39 H -3.84198 -1.01862 -2.35133  C18 1.082
40 H -0.83504 2.61468 1.87280  O21 0.972

Entry from the Open Molecules 2025 dataset: C14H19N3O5 in the gas phase (wB97M-V/def2-TZVPD).

Values from the calculation:
E = -29532.2052 eV
SMILES = NC(=O)CC[C@H](N)C(=O)N[C@@H](Cc1ccc(O)cc1)C(=O)O

Each atom is followed by the atoms it is bonded to, with distances in Å.
CARTESIAN COORDINATES (ANGSTROEM)
1 N -3.57520 0.42960 -0.74903  C2 1.387, H23 1.047, H24 1.061
2 C -3.20817 -0.89861 -0.90479  N1 1.387, O3 1.231, C4 1.529
3 O -4.00949 -1.68388 -1.41249  C2 1.231
4 C -1.97096 -1.46368 -0.20575  C2 1.529, C5 1.541, H25 1.062, H26 1.120
5 C -1.42668 -2.72932 -0.89663  C4 1.541, C6 1.513, H27 1.060, H28 1.051
6 C 0.00457 -2.89812 -0.43681  C5 1.513, N7 1.476, C8 1.488, H29 1.148
7 N -0.13127 -3.00349 1.02942  C6 1.476, H30 1.063, H31 1.041
8 C 1.01940 -1.90572 -0.88278  C6 1.488, O9 1.243, N10 1.313
9 O 1.29855 -1.81880 -2.09109  C8 1.243
10 N 1.65076 -1.03418 -0.13016  C8 1.313, C11 1.591, H32 1.091
11 C 2.41593 0.23593 -0.70796  N10 1.591, C12 1.544, C20 1.570, H33 1.093
12 C 2.67579 1.14702 0.51111  C11 1.544, C13 1.638, H34 1.045, H35 1.192
13 C 1.35562 2.07470 0.79437  C12 1.638, C14 1.338, C19 1.410
14 C 0.74263 2.04697 1.98368  C13 1.338, C15 1.448, H36 1.067
15 C -0.63445 2.39636 2.26207  C14 1.448, C16 1.393, H37 1.140
16 C -1.26219 3.16608 1.28482  C15 1.393, O17 1.335, C18 1.416
17 O -2.52166 3.60571 1.33027  C16 1.335, H38 0.979
18 C -0.59490 3.35423 0.04996  C16 1.416, C19 1.372, H39 1.072
19 C 0.62507 2.77441 -0.18836  C13 1.410, C18 1.372, H40 1.042
20 C 3.82968 -0.25869 -1.18030  C11 1.570, O21 1.232, O22 1.344
21 O 4.80416 0.49534 -1.18513  C20 1.232
22 O 3.78471 -1.41036 -1.87139  C20 1.344, H41 0.990
23 H -3.15566 1.06254 -0.02892  N1 1.047
24 H -4.45772 0.61470 -1.30876  N1 1.061
25 H -2.15996 -1.69237 0.81427  C4 1.062
26 H -1.36683 -0.52262 -0.27605  C4 1.120
27 H -1.95647 -3.58596 -0.56771  C5 1.060
28 H -1.56937 -2.47862 -1.90691  C5 1.051
29 H 0.39042 -3.83995 -0.96697  C6 1.148
30 H 0.79931 -2.73955 1.47047  N7 1.063
31 H -0.22210 -4.00772 1.28933  N7 1.041
32 H 1.13807 -0.95654 0.83030  N10 1.091
33 H 1.80665 0.58708 -1.54503  C11 1.093
34 H 3.52657 1.73471 0.36240  C12 1.045
35 H 2.76444 0.39570 1.43224  C12 1.192
36 H 1.11750 1.50859 2.82506  C14 1.067
37 H -0.99559 2.09574 3.30122  C15 1.140
38 H -3.33594 3.64112 1.87284  O17 0.979
39 H -1.13001 4.01037 -0.60695  C18 1.072
40 H 1.03463 3.08279 -1.09520  C19 1.042
41 H 2.90012 -1.53150 -2.29865  O22 0.990